Molecular formula: C10H21NOP
Method: DFT, ωB97M-V with the def2-TZVPD basis set

```
! RIJCOSX wB97M-V def2-TZVPD def2/J DEFGRID3
* xyz 1 3
H -3.325 -0.605 -0.872
C -0.769 -0.760 0.289
H 2.089 -0.424 -2.117
C 0.290 2.736 0.115
H 2.642 -2.632 2.457
H 0.098 3.556 2.124
H -1.623 2.800 -0.754
H 1.666 3.968 1.260
H 1.119 0.177 1.015
H 0.572 -2.661 4.192
C -0.889 -0.791 -3.666
C 1.963 -1.710 2.699
H 0.870 2.705 -0.766
H -1.782 2.295 0.839
H 2.614 -0.821 2.548
H 1.453 -1.008 4.727
H -1.823 -0.377 -3.318
H -1.414 -1.587 0.436
N 0.168 -0.166 -3.067
O 0.796 -1.786 1.771
C 1.279 -0.938 -2.769
C 0.456 -0.682 1.022
H -3.317 0.895 -1.798
H -0.796 -0.482 -4.824
C 1.443 -1.936 4.197
P -1.186 0.520 -0.799
C -2.980 0.410 -0.912
C -1.038 2.199 -0.044
H 1.157 -1.889 -2.426
H -1.055 -1.912 -3.707
H -3.433 0.830 0.020
H 1.769 -0.790 -3.786
C 0.746 3.348 1.223
H 2.242 -2.483 4.690
*
```

Computed properties:
⟨S²⟩: 2.022
Relative energy (zero: lowest compared OMol25 entry of this formula, charge and spin) (kcal per mole): 0.00
Total energy (hartree): -864.49693
Kohn-Sham gap (alpha / beta) (eV): 8.3 / 6.7
LUMO level (alpha / beta) (eV): -3.07 / -5.93